Below is C50H50N8O6PS2SeTi as an isolated structure at a distorted geometry, with properties calculated with ωB97M-V/def2-TZVPD.

Computed properties:
Orbital gap (eV): 5.7

```
! wB97M-V def2-TZVPD RIJCOSX def2/J DEFGRID3
* xyz 1 1
Ti 0.848 -1.393 1.278
C -4.920 -0.271 2.308
C -5.480 0.889 1.480
C -6.861 0.554 0.861
C -4.435 1.526 0.558
C -4.740 2.940 0.068
O -3.964 2.995 -1.207
C -3.778 1.685 -1.574
N -4.105 0.765 -0.691
C -3.407 1.531 -3.003
C -3.937 2.516 -3.840
C -3.987 2.375 -5.236
C -3.363 1.282 -5.812
C -2.679 0.356 -5.002
C -2.608 0.515 -3.611
P -1.203 -0.393 -2.830
C -1.723 -2.036 -3.366
C -2.838 -2.571 -2.678
C -3.373 -3.793 -2.975
C -2.800 -4.569 -3.964
C -1.752 -4.041 -4.730
C -1.247 -2.776 -4.431
C 0.298 -0.058 -3.769
C 1.284 -1.077 -3.911
C 2.448 -0.818 -4.635
C 2.718 0.469 -5.111
C 1.851 1.494 -4.848
C 0.617 1.218 -4.234
H -5.581 -0.357 3.169
H -3.903 -0.115 2.640
H -4.914 -1.238 1.784
H -5.680 1.704 2.180
H -6.747 -0.108 0.013
H -7.402 1.458 0.516
H -7.442 0.049 1.636
H -3.526 1.560 1.184
H -4.351 3.753 0.711
H -5.802 3.168 -0.166
H -4.320 3.452 -3.374
H -4.480 3.173 -5.794
H -3.406 1.133 -6.888
H -2.126 -0.471 -5.486
H -3.328 -1.977 -1.909
H -4.217 -4.188 -2.407
H -3.211 -5.538 -4.161
H -1.335 -4.622 -5.565
H -0.504 -2.341 -5.066
H 1.119 -2.054 -3.497
H 3.147 -1.633 -4.803
H 3.632 0.655 -5.637
H 2.087 2.537 -5.058
H -0.059 2.026 -4.090
O 0.769 1.651 7.520
N 0.380 2.442 6.592
O 0.176 3.676 6.797
C 0.249 1.979 5.290
C 0.198 2.880 4.278
C -0.027 2.424 2.962
C -0.302 3.282 1.877
C -0.441 2.745 0.616
C -0.249 1.356 0.448
N -0.107 0.528 1.476
C -0.011 1.030 2.732
C 0.044 0.088 3.803
N -0.292 -1.171 3.520
C -0.649 -2.018 4.509
C -0.515 -1.659 5.843
C -0.080 -0.397 6.153
C 0.179 0.562 5.146
H 0.334 3.933 4.579
H -0.436 4.363 2.076
H -0.708 3.300 -0.246
H -0.329 0.904 -0.549
H -1.045 -2.989 4.250
H -0.630 -2.420 6.622
H -0.071 -0.105 7.201
C -1.430 -4.721 0.277
S -1.831 -3.542 1.616
O -1.672 -4.195 2.920
O -3.102 -2.928 1.346
O -0.656 -2.557 1.542
H -1.168 -5.683 0.702
H -0.632 -4.219 -0.241
H -2.303 -4.757 -0.399
Se 1.005 -2.430 -0.688
N 1.500 -4.193 3.069
C 2.514 -3.374 2.738
N 2.294 -2.063 2.720
C 3.520 -1.373 2.911
C 3.529 -0.036 3.326
C 4.754 0.555 3.461
C 5.906 -0.144 3.253
C 5.879 -1.544 3.045
C 4.655 -2.199 2.866
S 4.165 -3.902 2.532
H 0.532 -3.890 3.094
H 1.658 -5.204 2.994
H 2.588 0.514 3.369
H 4.830 1.576 3.821
H 6.858 0.378 3.362
H 6.820 -2.052 3.128
N 2.415 0.100 0.570
C 3.207 0.727 -0.058
N 4.168 1.398 -0.667
C 5.211 0.592 -1.330
C 6.348 1.500 -1.757
C 5.781 2.629 -2.662
C 4.804 3.522 -1.838
C 4.043 2.871 -0.685
H 4.728 0.091 -2.166
H 5.492 -0.165 -0.588
H 7.084 0.871 -2.316
H 6.847 1.914 -0.908
H 5.321 2.214 -3.534
H 6.602 3.301 -3.007
H 4.066 4.031 -2.502
H 5.353 4.366 -1.434
H 2.977 3.100 -0.697
H 4.387 3.197 0.293
*
```